# C2H7NO2

2 unconnected molecules or ions with the total composition C2H7NO2 (ωB97M-V/def2-TZVPD, OMol25).

## Properties
* <S²>: 0.756
* 2S+1: 2
* E_LUMO (alpha / beta): -5.8 / -10.4 eV
* energy above the lowest of the compared OMol25 structures with the same formula, charge and spin: 62.5 kcal per mole
* HOMO level (alpha / beta): -13.19 / -13.18 eV
* total charge: +1

Positions of all 12 atoms, in Å:
1 H -0.7297 -1.0016 -0.3440
2 O -0.7763 -3.4322 0.6540
3 H 1.5023 2.1426 1.8507
4 H 0.5042 1.3026 0.6610
5 H 2.0572 1.9406 0.3276
6 H -1.4220 -1.6596 -1.8628
7 C 1.1183 2.1925 0.8593
8 H 1.1898 3.8851 -0.1422
9 H -1.8074 -3.8712 -1.1287
10 O 0.6370 3.5159 0.5735
11 N -1.0690 -1.8448 -0.9769
12 C -1.2044 -3.1699 -0.4714

These are the natural (NBO) partial charges, in e, on atoms 1 to 2: H 0.4790; O 0.0093


# C6H12NO

A gas-phase ion, C6H12NO (charge +1) (ωB97M-V/def2-TZVPD, OMol25).

## Properties
* E_LUMO: -3.2 eV
* energy above the lowest of the compared OMol25 structures with the same formula, charge and spin: 37.9 kcal per mole
* HOMO level: -14.60 eV
* total charge: +1

Positions of all 20 atoms, in Å:
1 N 0.2854 0.7830 0.3604
2 C 1.4535 0.3851 -1.7232
3 H -0.5033 -2.9061 -0.4898
4 H 1.1206 -0.9738 1.1157
5 H -1.1547 0.1489 1.9065
6 H 1.1078 0.4394 2.4000
7 C 1.2876 0.1761 1.3052
8 H -1.1819 -1.4208 -1.8510
9 H 2.1817 1.1007 -1.4226
10 H 2.3656 0.5813 1.0783
11 C -0.6731 -1.0174 -1.0069
12 H 0.5929 1.7827 0.2253
13 O -0.1623 -2.0605 -0.2395
14 H -2.5113 -0.7921 0.2743
15 H -2.3560 0.5349 -0.9139
16 C 0.4406 0.0094 -1.0196
17 H 1.7160 -0.0873 -2.5686
18 C -1.7892 -0.1883 -0.2164
19 C -1.0320 0.5916 0.8445
20 H -1.5876 1.5525 0.9101

These are the natural (NBO) partial charges, in e, on atoms 1 to 2: N -0.4050; C -0.3357


# C14H10AuN2O2SbSe4

A molecular structure, C14H10AuN2O2SbSe4 (ωB97M-V/def2-TZVPD, OMol25).

## Properties
* <S²>: 2.014
* 2S+1: 3
* E_LUMO (alpha / beta): 4.4 / 4.3 eV
* energy above the lowest of the compared OMol25 structures with the same formula, charge and spin: 0.0 kcal per mole
* HOMO level (alpha / beta): -1.85 / -1.87 eV
* total charge: -2

Positions of all 34 atoms, in Å:
1 Se -0.9757 -3.8169 2.6352
2 H -0.1383 4.4087 0.7241
3 H -0.6176 -3.4483 -2.3591
4 O 0.4227 -1.7632 -0.9925
5 N -0.6080 0.3066 -1.2102
6 C -2.4045 -1.0126 -4.7543
7 Se 1.5113 -2.3022 5.7027
8 C 1.8419 2.6578 3.5113
9 C 0.4249 3.9225 1.5154
10 C -0.0043 1.8947 0.2802
11 H -2.9689 -2.7497 -5.8872
12 H -1.7037 0.5219 -3.4126
13 C -1.1245 -2.7812 -3.0438
14 C 0.9357 4.6743 2.5459
15 H -2.9004 -0.3186 -5.4233
16 Se 2.7987 -2.5473 1.7924
17 C -1.8027 -3.2587 -4.1559
18 H 2.0636 4.5804 4.3852
19 C -0.3495 -0.9331 -1.5667
20 O 1.5604 0.5855 2.5121
21 Au 1.2590 -0.8169 0.8711
22 C 1.6527 4.0139 3.5562
23 H 2.3878 2.1352 4.2865
24 C -2.4419 -2.3766 -5.0166
25 C 0.5960 2.5283 1.4282
26 H -1.8345 -4.3240 -4.3507
27 C -1.0887 -1.4171 -2.7753
28 N 0.0689 0.6636 -0.0643
29 C 1.3298 1.8481 2.4546
30 C -1.7362 -0.5350 -3.6373
31 Se 2.4387 -5.2140 4.7127
32 Sb 1.2132 -3.4081 3.5373
33 H 0.7847 5.7459 2.5790
34 H -0.5908 2.5360 -0.3806

These are the natural (NBO) partial charges, in e, on atoms 1 to 2: Se -0.7646; H 0.1881


# C4H6O2S

A single C4H6O2S molecule (ωB97M-V/def2-TZVPD, OMol25).

## Properties
* E_LUMO: 0.8 eV
* energy above the lowest of the compared OMol25 structures with the same formula, charge and spin: 48.1 kcal per mole
* HOMO level: -8.97 eV

Positions of all 13 atoms, in Å:
1 H 2.7474 0.0671 -0.7876
2 H -3.9329 -0.7122 0.5590
3 C -3.0220 0.0611 0.1168
4 C -1.6463 -0.0716 -0.1284
5 S -0.7861 -1.5660 -0.1435
6 H -3.3132 1.1719 0.0181
7 C 0.8956 -1.1385 -0.0788
8 C 2.2583 0.6711 -0.0015
9 H -1.0500 0.8644 -0.3776
10 H 2.7206 0.4804 1.0333
11 O 1.8634 -1.8675 0.1305
12 O 0.9332 0.2301 -0.0889
13 H 2.3319 1.8097 -0.2513

These are the natural (NBO) partial charges, in e, on atoms 1 to 2: H 0.2012; H 0.2379


# C3H11NO3

3 unconnected molecules or ions with the total composition C3H11NO3 (ωB97M-V/def2-TZVPD, OMol25).

## Properties
* E_LUMO: 0.7 eV
* energy above the lowest of the compared OMol25 structures with the same formula, charge and spin: 19.0 kcal per mole
* HOMO level: -9.76 eV

Positions of all 18 atoms, in Å:
1 O 1.7321 -2.1732 1.3292
2 O 2.4399 -0.3788 -1.0082
3 C -0.2615 0.6881 0.6726
4 H -0.6185 0.7623 -2.0527
5 H 1.8928 0.3609 -0.6751
6 N -1.3109 0.3920 -0.0828
7 H -0.2650 0.1569 1.6312
8 H -2.2938 -0.9416 1.1797
9 H -2.3818 0.8394 -1.8027
10 H -3.2766 0.4141 0.4592
11 O 0.6403 1.4052 0.2442
12 H -2.7755 -1.0533 -0.4973
13 H 1.5753 -3.0360 0.9168
14 H 3.3393 -0.1815 -0.7298
15 H -1.3120 2.1564 -1.2957
16 C -1.4128 1.0764 -1.3757
17 C -2.5272 -0.3555 0.2942
18 H 1.9093 -1.6080 0.5470

These are the natural (NBO) partial charges, in e, on atoms 1 to 2: O -0.9668; O -0.9804


# C9H17N2

A gas-phase ion, C9H17N2 (charge +1) (ωB97M-V/def2-TZVPD, OMol25).

## Properties
* E_LUMO: -2.7 eV
* energy above the lowest of the compared OMol25 structures with the same formula, charge and spin: 36.1 kcal per mole
* HOMO level: -13.44 eV
* total charge: +1

Positions of all 28 atoms, in Å:
1 H 1.1163 3.9576 1.4502
2 H -0.7920 3.5140 0.2725
3 C 0.2066 -1.4362 -1.4260
4 H 0.5033 -0.6079 -2.1114
5 H -0.2606 -1.8774 1.3170
6 H -1.8892 -0.3947 -2.1464
7 N 0.6925 2.0588 0.6398
8 C -2.2429 -0.9378 -1.2878
9 H -2.6243 -1.9632 -1.5273
10 C -1.0865 -1.7398 0.6970
11 C -1.1430 1.4814 -0.4068
12 C 1.6431 2.9014 1.2503
13 C 0.7568 0.7401 0.4260
14 H 1.7765 -0.9820 1.5993
15 H 2.7836 0.4978 1.2891
16 H -1.9018 -1.3870 1.4040
17 H 1.0417 -1.5466 -0.8333
18 H -3.0316 -0.4274 -0.7123
19 H 1.9750 2.4526 2.2551
20 H -2.0359 1.5944 -1.0034
21 H 0.0637 -2.2665 -2.1594
22 H 2.6074 3.1636 0.8091
23 N -0.4268 0.3701 -0.1087
24 C -0.4127 2.4978 0.1241
25 C 1.9163 -0.1312 0.8867
26 H -1.5236 -2.7257 0.3769
27 H 2.4858 -0.7585 0.1666
28 C -0.9164 -0.9737 -0.5265

These are the natural (NBO) partial charges, in e, on atoms 1 to 2: H 0.2491; H 0.2478


Q: Look up the energy above the lowest of the compared OMol25 structures with the same formula, charge and spin of the fifth one.
A: 19.0 kcal per mole